Formula: C4H14NO2S
Source: the OMol25 dataset
Level of theory: ωB97M-V/def2-TZVPD

The geometry in ORCA input format:
```
! wB97M-V def2-TZVPD RIJCOSX def2/J DEFGRID3
* xyz -1 1
C -1.73828 0.98412 -0.76605
N -1.08527 -0.37611 -0.66397
C -0.32688 -0.85021 -1.84327
C 0.49878 -2.10097 -1.45544
S 2.24020 -1.67874 -1.93861
C -0.66254 2.09478 -0.91358
H -2.44997 1.17325 0.10776
H -2.49429 1.23587 -1.54391
H -0.54514 -0.32331 0.31223
H -1.09398 -1.16939 -2.69114
H 0.17668 -0.07689 -2.46010
H 0.59560 -2.45807 -0.44345
H 0.22954 -3.04070 -1.77080
H -0.26546 2.59815 -0.00691
H -1.13207 2.81459 -1.59955
H 0.23623 1.63374 -1.50118
H 0.24126 -0.81432 5.70549
H -1.03294 -1.61729 6.03892
O -0.24049 -1.23486 6.42448
H 2.55244 1.63864 -0.09749
H 3.31194 0.34021 0.42664
O 2.98466 1.22750 0.67994
*
```

The calculation puts the total energy at -764.17686 Ha. The energy above the lowest of the compared OMol25 structures with the same formula, charge and spin comes out at 253.2 kJ/mol.


Formula: C24H60N4O3PS2
Source: the OMol25 dataset
Level of theory: ωB97M-V/def2-TZVPD

The geometry in ORCA input format:
```
! wB97M-V def2-TZVPD RIJCOSX def2/J DEFGRID3
* xyz 1 1
C 3.92732 -2.92519 1.13485
C 3.58483 -1.44674 1.37935
C 2.42930 -0.94705 0.50671
C 2.88930 -0.74899 -0.92658
N 1.78423 -0.57002 -1.93994
C 0.43058 -0.95451 -1.56253
C -0.63164 -0.10503 -2.26064
C -1.99613 -0.77858 -2.15722
C -2.03041 -2.01008 -3.09886
P -2.59912 -3.51621 -2.32819
C 2.14517 -0.84165 -3.23636
S 1.27646 -1.77382 -4.29159
S 3.55139 0.09325 -3.73249
C 4.40431 -0.93073 -4.95298
C 5.36539 -1.97174 -4.37040
C 4.77660 -3.36637 -4.17732
H 3.60931 -3.54676 1.97162
H 3.43470 -3.31167 0.23881
H 4.99629 -3.08730 1.00287
H 4.46415 -0.82040 1.21080
H 3.30316 -1.30051 2.42212
H 1.62146 -1.67128 0.58467
H 2.05606 0.00088 0.90100
H 3.51753 0.13630 -0.97301
H 3.50515 -1.59865 -1.23412
H 0.28425 -2.03238 -1.73509
H 0.30920 -0.77587 -0.49827
H -0.39381 0.08139 -3.30723
H -0.67022 0.86307 -1.75652
H -2.79690 -0.09749 -2.44072
H -2.17490 -1.05253 -1.11152
H -2.66354 -1.84390 -3.97225
H -1.01946 -2.23345 -3.47284
H -1.96791 -4.65212 -2.83350
H -2.35692 -3.51963 -0.95532
H -3.96524 -3.75298 -2.47623
H 3.66718 -1.35807 -5.63198
H 4.96648 -0.18324 -5.51553
H 6.21929 -2.04167 -5.04877
H 5.76875 -1.59867 -3.42629
H 4.60871 -3.85376 -5.13863
H 5.45846 -3.99398 -3.60251
H 3.82467 -3.33457 -3.65063
C -0.46884 -0.92352 5.61418
C -0.04495 0.14869 4.61575
C -0.64495 -0.00316 3.21310
O -0.06741 -1.02816 2.41124
C -0.52683 -2.34152 2.63814
N 1.41507 0.23763 4.60139
H 0.05901 -1.86070 5.43847
H -0.22535 -0.60481 6.62635
H -1.54195 -1.11742 5.56185
H -0.41658 1.11031 4.98477
H -0.46285 0.91295 2.65030
H -1.73283 -0.15560 3.27316
H -1.59243 -2.35454 2.89340
H 0.02361 -2.85219 3.43068
H -0.37827 -2.90442 1.71166
H 1.71153 1.04488 4.06231
H 1.78867 -0.57399 4.11877
C 1.90086 2.97126 0.62975
C 0.66012 2.53053 -0.13938
C 0.46957 3.26094 -1.47510
O 0.00555 4.58878 -1.35622
C 1.00055 5.57586 -1.15590
N -0.51378 2.61693 0.72907
H 1.74409 3.93885 1.10669
H 2.12241 2.25450 1.42236
H 2.77372 3.04763 -0.02136
H 0.79445 1.46883 -0.39203
H -0.30567 2.73985 -2.04546
H 1.39639 3.23404 -2.06525
H 1.91174 5.33465 -1.71292
H 1.25658 5.69802 -0.10109
H 0.60019 6.51731 -1.52772
H -1.32468 2.19236 0.28230
H -0.75788 3.59994 0.82377
C -4.73307 3.07332 1.59037
C -4.73464 1.95248 0.55833
C -5.85661 0.92495 0.74200
O -5.64739 0.01756 1.80712
C -6.07800 0.45977 3.08292
N -3.40952 1.32152 0.54515
H -4.35633 2.72400 2.55251
H -4.08294 3.88263 1.26044
H -5.73543 3.47635 1.74047
H -4.89118 2.40317 -0.42705
H -5.90625 0.30615 -0.15877
H -6.82551 1.42721 0.85413
H -6.99168 1.05634 3.00423
H -5.31636 1.05358 3.59362
H -6.28809 -0.42688 3.67874
H -3.37369 0.63850 -0.20730
H -3.31556 0.77733 1.39923
*
```

The calculation puts the total energy at -2532.56958 Ha.


Formula: C3H11NO3
Source: the OMol25 dataset
Level of theory: ωB97M-V/def2-TZVPD

The geometry in ORCA input format:
```
! wB97M-V def2-TZVPD RIJCOSX def2/J DEFGRID3
* xyz 0 1
C -0.24107 0.40595 -1.38879
N -0.65256 -0.98393 -1.43827
C -0.52610 -1.77982 -0.19625
C 0.66413 -1.36228 0.68643
O 0.63911 -1.55443 1.90342
H -0.94199 0.92910 -2.10880
H -0.41082 0.77367 -0.33674
H 0.83289 0.46519 -1.61431
H -1.64305 -1.03028 -1.67032
H -0.08473 -2.73993 -0.63172
H -1.44451 -1.68705 0.41419
H 1.54768 -1.17633 0.16078
O 2.84680 1.19360 0.18853
H 3.17591 1.19313 1.09113
H 2.51673 2.12408 0.35711
O -2.27087 1.96635 1.67776
H -1.38621 1.74558 1.98157
H -2.62134 1.51740 0.92429
*
```

The SMILES is CNCC=O.O.O. The calculation puts the total energy at -401.29882 Ha. The energy above the lowest of the compared OMol25 structures with the same formula, charge and spin comes out at 299.9 kJ/mol.


Formula: C5H8N2
Source: the OMol25 dataset
Level of theory: ωB97M-V/def2-TZVPD

The geometry in ORCA input format:
```
! wB97M-V def2-TZVPD RIJCOSX def2/J DEFGRID3
* xyz 0 1
C 2.30764 0.25445 -0.00985
N 0.90442 -0.08100 -0.07701
C 0.36795 -1.29874 0.21439
C -0.99923 -1.17544 0.27826
C -1.30991 0.19006 0.02244
N -2.59978 0.75703 0.06563
C -0.11681 0.84050 -0.19179
H 2.89680 -0.47558 -0.57281
H 2.45605 1.23972 -0.45850
H 2.66109 0.28242 1.02838
H 1.00412 -2.16225 0.35717
H -1.70708 -1.96610 0.49625
H -3.30494 0.10856 -0.26191
H -2.66104 1.61029 -0.47522
H 0.10070 1.87606 -0.41544
*
```

The SMILES is Cn1ccc(N)c1. The calculation puts the total energy at -304.81813 Ha. The energy above the lowest of the compared OMol25 structures with the same formula, charge and spin comes out at 45.6 kJ/mol.


Frontier orbital gap, respectively: 5.31, 7.94, 9.50, 8.48 eV.